(1)
A 3-piece molecular cluster, C25H44BClF2N2O10S2 overall in a non-equilibrium geometry, computed with ωB97M-V/def2-TZVPD.

Structure (ORCA input):
```
! wB97M-V def2-TZVPD RIJCOSX def2/J DEFGRID3
* xyz 0 1
O 4.409 0.805 3.710
S 4.979 0.308 2.412
O 4.776 -1.192 2.234
Cl 7.074 0.544 2.568
C 4.288 1.134 0.904
C 3.759 2.643 1.146
C 2.225 2.886 0.723
C 1.258 2.973 2.018
C 0.108 1.864 2.051
C -1.368 2.178 1.668
B -1.886 3.641 1.154
O -2.723 3.640 -0.043
O -1.618 4.891 1.808
C -2.497 1.047 1.759
F -3.861 1.366 1.423
C -2.065 -0.362 2.207
C -3.208 -1.500 2.249
C -3.140 -2.238 0.789
C -2.252 -3.590 0.820
F -1.086 -3.425 -0.055
C -0.607 -0.789 2.585
N -0.091 -2.067 2.989
S 1.597 -1.886 3.234
N 1.705 -0.208 2.854
C 0.453 0.397 2.482
H 5.137 1.178 0.127
H 3.445 0.517 0.433
H 3.995 2.928 2.228
H 4.407 3.328 0.476
H 1.831 2.139 -0.065
H 2.187 3.928 0.221
H 0.884 4.045 2.164
H 1.937 2.754 2.934
H -2.497 2.811 -0.537
H -1.692 5.569 1.097
H -4.258 -1.069 2.457
H -2.953 -2.220 3.105
H -4.195 -2.391 0.377
H -2.577 -1.520 0.074
H -2.890 -4.423 0.361
H -1.848 -3.829 1.862
C 3.480 -5.068 2.148
O 2.456 -5.972 2.530
C 1.168 -5.630 2.036
C 0.506 -6.797 1.290
O 1.144 -7.257 0.104
C 2.447 -7.824 0.220
C 2.585 -9.107 1.048
O 2.298 -8.897 2.425
C 1.320 -9.770 2.960
H 3.641 -4.330 2.940
H 4.400 -5.642 2.018
H 3.263 -4.559 1.204
H 1.196 -4.746 1.384
H 0.540 -5.381 2.899
H -0.485 -6.451 0.974
H 0.313 -7.631 1.962
H 3.157 -7.066 0.545
H 2.745 -8.074 -0.804
H 3.626 -9.437 0.989
H 1.960 -9.897 0.616
H 0.617 -10.132 2.206
H 0.753 -9.222 3.716
H 1.813 -10.617 3.447
C -4.087 5.102 -2.454
O -3.914 5.838 -3.655
C -3.766 7.236 -3.459
C -2.508 7.786 -4.147
O -1.251 7.306 -3.683
C -0.961 5.920 -3.842
C -0.881 5.378 -5.274
O -2.132 5.434 -5.946
C -2.098 6.102 -7.195
H -5.153 4.940 -2.266
H -3.608 4.129 -2.590
H -3.626 5.588 -1.591
H -3.750 7.507 -2.395
H -4.638 7.726 -3.909
H -2.494 8.867 -3.967
H -2.576 7.681 -5.228
H -1.638 5.324 -3.232
H 0.028 5.778 -3.393
H -0.598 4.322 -5.221
H -0.096 5.906 -5.828
H -1.304 6.851 -7.253
H -3.055 6.612 -7.333
H -1.980 5.369 -7.999
*
```

## Properties
molar mass: 681.0 g/mol
E_LUMO: -1.52 eV
electronic energy: -90388.754 eV
HOMO level: -8.680 eV



(2)
C25H44BiO2P2 as an isolated structure in a non-equilibrium geometry, computed with ωB97M-V/def2-TZVPD.

Structure (ORCA input):
```
! wB97M-V def2-TZVPD RIJCOSX def2/J DEFGRID3
* xyz 1 1
Bi 3.174 0.393 1.472
C -1.971 -1.209 3.735
C -1.585 -2.272 2.869
C 0.206 -1.760 4.209
C -0.859 -0.900 4.563
C -0.231 -2.602 3.157
C -3.320 -0.610 3.827
H -3.798 -0.551 2.839
H -3.257 0.404 4.245
H -3.984 -1.202 4.480
C -0.808 0.115 5.637
H -1.788 0.577 5.783
H -0.084 0.909 5.407
H -0.494 -0.350 6.581
C 1.517 -1.814 4.890
H 1.376 -1.855 5.980
H 2.128 -0.925 4.666
H 2.079 -2.704 4.585
C 0.544 -3.696 2.539
H 0.465 -4.627 3.126
H 1.607 -3.428 2.481
H 0.176 -3.910 1.529
C -2.431 -2.950 1.867
H -2.559 -4.016 2.114
H -1.975 -2.902 0.866
H -3.426 -2.491 1.826
C -0.948 1.787 0.211
C -1.825 0.830 0.531
C -2.609 -0.044 -0.404
C -1.914 -0.340 -1.746
C -0.534 -0.918 -1.627
C 0.608 -0.250 -1.843
C 0.920 1.177 -1.463
C -0.289 2.069 -1.112
H -3.588 0.430 -0.593
H -1.924 0.579 -2.359
H -2.823 -1.013 0.070
H -1.048 2.028 -1.909
H -0.525 2.432 1.007
H -2.030 0.670 1.607
H 0.057 3.117 -1.144
H 1.637 1.177 -0.611
H 1.511 -0.834 -2.120
H 1.535 1.647 -2.254
H -2.517 -1.073 -2.317
H -0.508 -2.021 -1.571
P -0.382 1.508 -4.013
C -0.656 3.264 -4.432
C -1.622 0.728 -5.120
P 2.032 -0.404 -4.341
C 1.235 1.189 -4.848
C 1.200 -1.503 -5.583
C 3.611 -0.200 -5.240
H 0.162 3.871 -4.022
H -1.608 3.595 -3.991
H -0.687 3.372 -5.525
H -1.555 1.211 -6.110
H -2.625 0.895 -4.698
H -1.471 -0.355 -5.213
H 3.426 0.056 -6.292
H 4.165 -1.142 -5.155
H 4.173 0.602 -4.748
H 1.936 2.000 -4.575
H 1.061 1.202 -5.940
H 1.742 -2.462 -5.590
H 1.248 -1.037 -6.585
H 0.158 -1.707 -5.303
C 3.174 2.759 5.220
O 3.181 1.653 4.279
C 2.673 1.904 3.060
O 2.001 2.872 2.761
H 2.183 3.216 5.289
H 3.909 3.514 4.903
H 3.446 2.327 6.186
*
```

## Properties
energy relative to the best compared isomer or geometry (same formula, charge and spin): 3.413 eV
molar mass: 647.6 g/mol
E_LUMO (alpha / beta): -6.47 / -6.73 eV
electronic energy: -55138.124 eV
HOMO level (alpha / beta): -9.432 / -9.437 eV



(3)
C25H44Cl3CrN4O3Si as an isolated structure in a non-equilibrium geometry, computed with ωB97M-V/def2-TZVPD.

Structure (ORCA input):
```
! wB97M-V def2-TZVPD RIJCOSX def2/J DEFGRID3
* xyz -1 5
C 2.072 -1.269 -5.082
C 1.092 -0.174 -4.770
H 1.835 -1.730 -6.037
H 2.060 -2.063 -4.334
H 3.092 -0.854 -5.104
C 0.839 0.794 -5.764
C 0.498 0.436 -7.141
H 0.729 1.829 -5.430
H 0.036 -0.569 -7.265
H 1.349 0.499 -7.848
H -0.254 1.170 -7.472
Cr -0.079 -1.099 0.982
Cl 2.141 -1.308 1.209
Cl -1.369 -3.063 1.120
C 0.764 1.800 0.815
O -0.135 0.991 0.447
N 0.525 3.091 1.086
C -0.841 3.612 0.981
C 1.576 4.035 1.477
H 1.804 1.455 0.939
H -1.552 2.859 1.341
H -1.078 3.876 -0.059
H -0.911 4.521 1.590
H 2.474 3.508 1.819
H 1.210 4.680 2.287
H 1.856 4.700 0.647
H -2.007 -1.947 -3.313
H -2.608 1.122 -4.050
C -2.931 -1.592 -2.830
C -3.331 0.818 -3.279
N -2.783 -0.201 -2.394
H -3.185 -2.243 -1.985
C -2.542 0.116 -1.092
O -2.436 -0.692 -0.157
H -3.606 1.697 -2.681
H -2.455 1.210 -0.918
H -3.730 -1.602 -3.580
H -4.218 0.415 -3.783
O -0.033 -0.496 -3.952
C 1.052 0.299 -3.309
C -0.293 2.341 -2.780
C 0.961 1.724 -2.870
H -1.153 1.700 -2.934
C -0.430 3.705 -2.511
H 1.533 -0.338 -2.564
C 2.088 2.510 -2.468
H -1.434 4.145 -2.496
C 0.700 4.502 -2.289
C 1.970 3.894 -2.263
H 3.072 2.048 -2.326
H 0.599 5.598 -2.118
H 2.857 4.525 -2.080
Si 0.087 -4.042 -0.799
Cl 0.152 -1.612 -1.135
C -1.441 -5.163 -0.842
C 1.182 -4.407 0.714
C 1.190 -4.700 -2.186
H -2.393 -4.638 -0.996
H -1.474 -5.699 0.120
H -1.281 -5.900 -1.643
H 0.710 -4.708 -3.171
H 1.402 -5.744 -1.904
H 2.150 -4.174 -2.247
H 1.923 -3.598 0.885
H 1.726 -5.351 0.503
H 0.602 -4.547 1.648
C 1.296 -2.460 5.800
C 0.421 -1.656 4.945
C -0.828 -1.028 5.062
C -1.173 -0.549 3.779
N -0.150 -0.835 2.952
N 0.773 -1.506 3.680
C -2.354 0.132 3.237
H 1.650 -1.905 6.671
H 0.758 -3.348 6.141
H 2.181 -2.796 5.250
H -1.419 -0.927 5.952
H 1.671 -1.761 3.255
H -3.209 -0.016 3.907
H -2.187 1.218 3.132
H -2.612 -0.226 2.221
*
```

## Properties
expectation value of S²: 6.01
molar mass: 635.1 g/mol
E_LUMO (alpha / beta): 2.15 / 2.15 eV
electronic energy: -112609.873 eV
HOMO level (alpha / beta): -0.965 / -0.965 eV



(4)
C25H44F5O6P2Ti as an isolated structure in a non-equilibrium geometry, computed with ωB97M-V/def2-TZVPD.

Structure (ORCA input):
```
! wB97M-V def2-TZVPD RIJCOSX def2/J DEFGRID3
* xyz 1 1
Ti 1.408 0.120 1.087
C 2.923 -1.970 5.092
C 3.415 -1.481 3.718
C 4.838 -0.944 3.862
C 2.426 -0.466 3.173
C 1.056 -0.794 3.152
C 0.061 0.222 3.031
C 0.420 1.534 2.766
C -0.602 2.632 2.759
C 1.788 1.822 2.536
C 2.783 0.831 2.776
H 3.702 -2.566 5.565
H 2.030 -2.590 5.020
H 2.699 -1.121 5.741
H 3.433 -2.337 3.040
H 4.859 -0.073 4.520
H 5.285 -0.676 2.907
H 5.462 -1.717 4.310
H 0.745 -1.796 3.407
H -0.973 -0.021 3.237
H -0.677 3.091 1.774
H -0.312 3.407 3.468
H -1.581 2.254 3.051
H 2.088 2.836 2.314
H 3.817 1.135 2.790
C 1.304 2.759 -3.115
C 0.552 1.452 -3.283
C 0.120 1.220 -4.715
O -0.697 1.431 -2.483
P -0.775 1.493 -0.922
O 0.516 1.403 -0.183
C -1.863 0.143 -0.363
P -0.915 -1.416 -0.451
O 0.233 -1.425 0.503
O -0.393 -1.533 -1.911
C -0.967 -2.139 -3.117
C -2.376 -1.636 -3.376
C -0.872 -3.653 -3.071
O -1.910 -2.616 -0.303
C -2.669 -3.127 0.824
C -1.850 -3.130 2.101
C -3.971 -2.360 0.961
O -1.488 2.830 -0.503
C -2.481 3.653 -1.192
C -1.804 4.550 -2.211
C -3.606 2.830 -1.797
H 2.291 2.658 -3.566
H 1.448 2.994 -2.062
H 0.784 3.582 -3.604
H 1.161 0.623 -2.934
H -0.537 2.023 -5.052
H -0.402 0.270 -4.824
H 1.006 1.201 -5.349
H -2.779 0.060 -0.945
H -2.110 0.378 0.676
H -0.292 -1.776 -3.891
H -3.056 -2.023 -2.615
H -2.717 -1.988 -4.349
H -2.403 -0.546 -3.381
H -1.605 -4.078 -2.389
H 0.125 -3.958 -2.755
H -1.055 -4.049 -4.070
H -2.886 -4.154 0.528
H -1.705 -2.110 2.464
H -0.874 -3.584 1.928
H -2.375 -3.706 2.861
H -3.794 -1.340 1.310
H -4.608 -2.862 1.688
H -4.501 -2.325 0.009
H -2.880 4.263 -0.382
H -1.513 3.976 -3.090
H -0.916 5.013 -1.780
H -2.488 5.338 -2.521
H -3.219 2.123 -2.530
H -4.299 3.502 -2.302
H -4.159 2.287 -1.028
F 3.190 1.145 -0.965
C 2.750 -0.053 -0.436
F 2.207 -0.749 -1.516
C 3.981 -0.847 -0.045
F 3.533 -1.909 0.685
F 4.764 -0.103 0.753
F 4.751 -1.337 -1.010
*
```

## Properties
energy relative to the best compared isomer or geometry (same formula, charge and spin): 0.929 eV
molar mass: 645.4 g/mol
E_LUMO (alpha / beta): -2.13 / -2.19 eV
electronic energy: -94205.942 eV
HOMO level (alpha / beta): -9.199 / -9.551 eV



(5)
C25H44O2P2Pm as an isolated structure in a non-equilibrium geometry, computed with ωB97M-V/def2-TZVPD.

Structure (ORCA input):
```
! wB97M-V def2-TZVPD RIJCOSX def2/J DEFGRID3
* xyz 1 5
Pm -0.170 0.344 1.603
C -0.880 -2.055 2.960
C 0.419 -2.305 2.420
C 0.648 -0.866 4.203
C -0.727 -1.183 4.071
C 1.360 -1.539 3.174
C -2.148 -2.701 2.539
H -2.151 -2.942 1.470
H -3.009 -2.051 2.736
H -2.324 -3.643 3.080
C -1.775 -0.807 5.047
H -2.747 -1.225 4.765
H -1.882 0.282 5.122
H -1.529 -1.186 6.050
C 1.237 -0.125 5.338
H 1.007 -0.622 6.295
H 0.848 0.900 5.398
H 2.326 -0.069 5.254
C 2.834 -1.588 3.035
H 3.277 -2.395 3.641
H 3.293 -0.650 3.367
H 3.142 -1.764 1.997
C 0.763 -3.296 1.372
H 1.106 -4.251 1.808
H 1.573 -2.930 0.724
H -0.106 -3.525 0.741
C -1.361 1.379 -3.578
C -1.693 0.081 -3.735
C -1.083 -0.842 -4.759
C 0.408 -0.596 -5.061
C 1.233 -0.133 -3.895
C 1.569 1.145 -3.606
C 0.904 2.359 -4.168
C -0.573 2.160 -4.572
H -1.640 -0.773 -5.712
H 0.508 0.105 -5.903
H -1.220 -1.883 -4.428
H -0.620 1.685 -5.559
H -1.772 1.966 -2.755
H -2.596 -0.329 -3.265
H -1.024 3.160 -4.679
H 0.987 3.174 -3.430
H 2.514 1.345 -3.081
H 1.450 2.714 -5.060
H 0.827 -1.568 -5.392
H 1.707 -0.960 -3.362
P -1.619 -0.393 -0.563
C -3.080 0.641 -0.904
C -1.560 -1.941 -1.493
P 1.760 0.507 -0.343
C -0.076 0.588 -1.128
C 2.843 -0.659 -1.205
C 2.445 2.170 -0.562
H -2.953 1.634 -0.449
H -3.929 0.149 -0.403
H -3.328 0.782 -1.960
H -1.187 -1.796 -2.507
H -2.564 -2.378 -1.522
H -0.898 -2.646 -0.983
H 2.473 2.517 -1.599
H 3.464 2.143 -0.156
H 1.856 2.885 0.028
H -0.326 1.650 -1.258
H 0.101 0.164 -2.116
H 3.673 -0.859 -0.507
H 3.263 -0.283 -2.147
H 2.324 -1.610 -1.389
C -0.918 4.132 3.283
C -0.641 2.804 2.634
O -0.319 2.695 1.395
O -0.747 1.736 3.344
H -1.866 4.540 2.908
H -0.139 4.856 3.023
H -0.962 3.972 4.369
*
```

## Properties
energy relative to the best compared isomer or geometry (same formula, charge and spin): 0.000 eV
expectation value of S²: 6.01
molar mass: 583.6 g/mol
E_LUMO (alpha / beta): -2.60 / -2.46 eV
electronic energy: -65860.437 eV
HOMO level (alpha / beta): -9.683 / -9.687 eV



(6)
C25H45As2CaN4O3S3SeSi2 as an isolated structure in a non-equilibrium geometry, computed with ωB97M-V/def2-TZVPD.

Structure (ORCA input):
```
! wB97M-V def2-TZVPD RIJCOSX def2/J DEFGRID3
* xyz -1 1
Ca -0.348 -0.209 0.150
C 0.631 2.629 6.425
O 1.352 1.404 6.519
C 1.307 0.586 5.446
C 1.968 -0.655 5.605
C 1.993 -1.522 4.553
C 1.345 -1.247 3.323
C 1.417 -2.163 2.201
C 2.564 -3.127 2.050
O 0.569 -2.175 1.280
C 0.653 0.000 3.178
O 0.059 0.346 2.093
C 0.674 0.906 4.271
H 0.733 3.115 7.390
H -0.425 2.453 6.215
H 1.042 3.275 5.648
H 2.432 -0.890 6.555
H 2.496 -2.472 4.685
H 3.038 -3.395 2.990
H 3.313 -2.632 1.426
H 2.216 -4.015 1.523
H 0.157 1.843 4.115
C -3.423 -3.795 -0.509
Si -1.748 -3.774 -1.366
C -2.003 -4.889 -2.866
C -0.591 -4.789 -0.281
As -0.805 -1.779 -2.063
Si -2.792 -0.826 -2.788
C -4.093 -0.303 -1.545
C -2.315 0.751 -3.687
C -3.702 -1.890 -4.047
H -3.661 -4.812 -0.174
H -4.211 -3.468 -1.200
H -3.452 -3.128 0.361
H -2.320 -5.896 -2.560
H -1.073 -4.973 -3.438
H -2.767 -4.478 -3.537
H -0.895 -5.842 -0.283
H -0.581 -4.431 0.754
H 0.437 -4.723 -0.658
H -3.762 0.587 -0.995
H -4.285 -1.096 -0.816
H -5.034 -0.059 -2.053
H -1.930 1.472 -2.955
H -3.172 1.209 -4.197
H -1.529 0.552 -4.415
H -4.240 -2.708 -3.548
H -3.000 -2.341 -4.757
H -4.436 -1.293 -4.604
Se -1.911 3.505 -0.760
C -1.564 4.329 0.833
N -1.343 4.857 1.849
C 0.008 3.681 -4.157
As 1.474 2.448 -4.020
C 1.391 1.315 -5.575
C 2.984 3.569 -4.457
S 1.871 1.441 -2.249
H 0.308 4.485 -4.831
H -0.216 4.075 -3.165
H -0.872 3.175 -4.540
H 1.276 1.935 -6.466
H 0.563 0.620 -5.489
H 2.322 0.756 -5.623
H 2.885 3.974 -5.465
H 3.887 2.971 -4.375
H 3.027 4.379 -3.733
S 3.845 0.042 0.841
C 4.474 1.554 0.712
N 4.065 2.629 1.404
C 4.579 3.932 1.008
C 5.933 3.661 0.360
S 5.800 1.991 -0.348
H 3.187 2.554 1.900
H 4.685 4.568 1.884
H 3.899 4.417 0.305
H 6.739 3.663 1.092
H 6.158 4.369 -0.432
N -2.060 -1.619 2.180
C -2.683 -1.793 3.354
C -3.780 -0.955 3.331
C -3.705 -0.294 2.084
N -2.647 -0.701 1.395
H -1.160 -1.992 1.882
H -2.319 -2.483 4.099
H -4.526 -0.831 4.099
H -4.376 0.437 1.660
*
```

## Properties
energy relative to the best compared isomer or geometry (same formula, charge and spin): 1.436 eV
molar mass: 870.9 g/mol
E_LUMO: 1.97 eV
electronic energy: -292488.237 eV
HOMO level: -4.248 eV



Question: What is the formula in the fifth record?
Answer: C25H44O2P2Pm



Question: What is the formula in the first record?
Answer: C25H44BClF2N2O10S2



Question: Which formula does entry 3 have?
Answer: C25H44Cl3CrN4O3Si



Question: What is the formula in the second record?
Answer: C25H44BiO2P2